DFT (ωB97M-V with the def2-TZVPD basis set) results for 2 unconnected molecules or ions with the total composition C5H11P at a distorted geometry.

Last column: Löwdin charge in e.
Atoms and positions in Å:
C (-1.3009, -0.3162, -1.1506)  -0.39
C (-0.7041, 0.1609, 0.0315)  -0.62
C (-0.3527, 1.5387, 0.3447)  -0.14
C (2.1414, -0.5431, 0.0216)  -0.15
C (0.9341, -1.1817, 0.6225)  -0.08
P (-2.2386, -0.8570, 0.4084)  0.87
H (-1.6094, 0.4236, -1.7762)  0.04
H (-1.1041, -1.2485, -1.7237)  0.07
H (-0.0078, 1.7496, 1.3278)  0.07
H (-1.1584, 2.2888, 0.2394)  0.10
H (0.3742, 2.0108, -0.2063)  0.04
H (2.9374, -0.7198, 0.7380)  0.07
H (1.8347, 0.5090, -0.1007)  0.05
H (2.4341, -0.8629, -0.9728)  0.07
H (0.5943, -1.0234, 1.7194)  0.10
H (0.5257, -2.0125, 0.1764)  0.02
H (-3.2997, 0.0839, 0.3005)  -0.12

Summary:
Energy above the lowest of the compared OMol25 structures with the same formula, charge and spin = 331.4 kJ/mol
Charge = 0
Multiplicity = 1
Strongest force on any atom = 5.7 eV Å⁻¹
HOMO level = -7.96 eV


DFT (ωB97M-V with the def2-TZVPD basis set) results for a molecular structure, C60H47P3SiZn.

Last column: Löwdin charge in e.
Atoms and positions in Å:
Zn (0.1344, 0.1675, 0.6659)  0.36
C (4.9074, 2.7595, -3.5384)  -0.09
C (5.2960, 1.6346, -2.8307)  -0.08
C (4.3466, 0.8003, -2.2677)  -0.08
C (2.9946, 1.0837, -2.4213)  -0.36
C (2.6084, 2.2318, -3.1117)  -0.11
C (3.5605, 3.0570, -3.6753)  -0.09
P (1.6833, 0.1380, -1.5814)  1.07
C (2.4759, -1.4952, -1.3348)  -0.39
C (3.1249, -1.6683, -0.1140)  -0.14
C (3.7769, -2.8530, 0.1726)  -0.09
C (3.7716, -3.8843, -0.7526)  -0.08
C (3.1095, -3.7263, -1.9568)  -0.08
C (2.4639, -2.5376, -2.2532)  -0.08
C (0.5409, -0.2113, -2.9645)  -0.38
C (1.0212, -0.3434, -4.2671)  -0.11
C (0.1631, -0.6605, -5.3031)  -0.07
C (-1.1712, -0.9252, -5.0316)  -0.07
C (-1.6432, -0.8091, -3.7354)  -0.10
C (-0.8167, -0.4006, -2.6954)  -0.28
Si (-1.5535, 0.0653, -0.9875)  0.62
C (-2.5171, 1.6912, -1.3608)  -0.26
C (-3.4612, 1.8428, -2.3698)  -0.10
C (-4.2189, 2.9974, -2.4881)  -0.07
C (-4.0758, 4.0205, -1.5619)  -0.08
C (-3.1047, 3.9179, -0.5852)  -0.10
C (-2.3012, 2.7838, -0.5149)  -0.40
P (-0.8962, 2.7284, 0.6414)  1.05
C (-1.5646, 3.5495, 2.1095)  -0.36
C (-0.8438, 4.4159, 2.9226)  -0.07
C (-1.3300, 4.7411, 4.1760)  -0.08
C (-2.5413, 4.2344, 4.6156)  -0.09
C (-3.2787, 3.3931, 3.7968)  -0.09
C (-2.7793, 3.0337, 2.5641)  -0.12
C (0.3315, 3.8553, -0.0978)  -0.34
C (1.5819, 3.8364, 0.5241)  -0.12
C (2.6426, 4.5472, -0.0012)  -0.08
C (2.4859, 5.2491, -1.1871)  -0.10
C (1.2585, 5.2405, -1.8296)  -0.10
C (0.1839, 4.5487, -1.2936)  -0.08
C (-2.7481, -1.3820, -0.6403)  -0.29
C (-4.1096, -1.3540, -0.9068)  -0.10
C (-4.9319, -2.4111, -0.5567)  -0.08
C (-4.3996, -3.5361, 0.0544)  -0.08
C (-3.0442, -3.5909, 0.3220)  -0.10
C (-2.2274, -2.5112, -0.0009)  -0.38
P (-0.4482, -2.5663, 0.4189)  1.06
C (-0.4495, -2.8310, 2.2232)  -0.38
C (0.8173, -2.9254, 2.7980)  -0.13
C (0.9606, -3.0220, 4.1657)  -0.07
C (-0.1613, -3.0183, 4.9798)  -0.08
C (-1.4211, -2.9030, 4.4171)  -0.08
C (-1.5691, -2.8036, 3.0437)  -0.09
C (-0.0395, -4.2137, -0.2354)  -0.35
C (-0.1441, -4.3243, -1.6217)  -0.11
C (0.2150, -5.4942, -2.2562)  -0.09
C (0.6924, -6.5613, -1.5086)  -0.09
C (0.8117, -6.4495, -0.1326)  -0.08
C (0.4598, -5.2751, 0.5083)  -0.08
H (5.6518, 3.4087, -3.9762)  0.10
H (6.3451, 1.4077, -2.7078)  0.10
H (4.6480, -0.0776, -1.7129)  0.10
H (1.5552, 2.4630, -3.2050)  0.11
H (3.2567, 3.9422, -4.2138)  0.10
H (3.1094, -0.8594, 0.6069)  0.09
H (4.2880, -2.9755, 1.1164)  0.11
H (4.2807, -4.8124, -0.5364)  0.11
H (3.0921, -4.5369, -2.6698)  0.11
H (1.9470, -2.4267, -3.1949)  0.10
H (2.0689, -0.1769, -4.4760)  0.11
H (0.5322, -0.7073, -6.3194)  0.10
H (-1.8418, -1.2063, -5.8319)  0.10
H (-2.6777, -1.0432, -3.5163)  0.10
H (-3.6022, 1.0464, -3.0869)  0.09
H (-4.9307, 3.1007, -3.2968)  0.10
H (-4.6995, 4.9018, -1.6076)  0.10
H (-2.9706, 4.7145, 0.1347)  0.11
H (0.0965, 4.8191, 2.5748)  0.10
H (-0.7506, 5.3867, 4.8194)  0.10
H (-2.9049, 4.4732, 5.6038)  0.10
H (-4.2322, 3.0061, 4.1284)  0.10
H (-3.3209, 2.3271, 1.9484)  0.11
H (1.7104, 3.2388, 1.4181)  0.09
H (3.5993, 4.5316, 0.5026)  0.11
H (3.3202, 5.7965, -1.6060)  0.10
H (1.1400, 5.7659, -2.7676)  0.10
H (-0.7629, 4.5471, -1.8153)  0.10
H (-4.5310, -0.4839, -1.3895)  0.09
H (-5.9921, -2.3672, -0.7601)  0.10
H (-5.0336, -4.3678, 0.3284)  0.10
H (-2.6191, -4.4726, 0.7863)  0.11
H (1.6831, -2.9132, 2.1479)  0.09
H (1.9470, -3.0883, 4.6001)  0.11
H (-0.0464, -3.0698, 6.0524)  0.10
H (-2.3014, -2.8890, 5.0447)  0.10
H (-2.5550, -2.6801, 2.6191)  0.10
H (-0.5194, -3.4790, -2.1879)  0.10
H (0.1338, -5.5730, -3.3321)  0.11
H (0.9663, -7.4867, -1.9940)  0.10
H (1.1793, -7.2847, 0.4476)  0.10
H (0.5577, -5.1833, 1.5821)  0.10
C (0.3562, 1.1137, 5.3732)  -0.11
C (1.5620, 1.1664, 4.7008)  -0.11
C (1.6241, 0.8690, 3.3476)  -0.16
C (0.4965, 0.4786, 2.6260)  -0.28
C (-0.7047, 0.4305, 3.3401)  -0.19
C (-0.7847, 0.7469, 4.6832)  -0.10
H (0.3084, 1.3533, 6.4259)  0.10
H (2.4641, 1.4504, 5.2300)  0.09
H (2.5875, 0.9561, 2.8537)  0.08
H (-1.6174, 0.1336, 2.8253)  0.09
H (-1.7364, 0.7048, 5.1937)  0.10

Summary:
Energy above the lowest of the compared OMol25 structures with the same formula, charge and spin = 40.8 kJ/mol
Charge = 0
Multiplicity = 1
Strongest force on any atom = 0.7 eV Å⁻¹
HOMO level = -6.38 eV


DFT (ωB97M-V with the def2-TZVPD basis set) results for C4H7FS in the gas phase at a distorted geometry.

Last column: Löwdin charge in e.
Atoms and positions in Å:
C (0.1186, 1.3749, 0.4180)  -0.12
C (0.9686, 0.2517, -0.2587)  -0.16
C (0.0951, -0.8996, 0.1135)  -0.66
F (0.7318, -1.9846, -0.1943)  -0.05
C (-1.2516, -1.0293, -0.4025)  -0.59
S (-1.2737, -2.1795, -1.4591)  0.84
H (-0.0271, 1.1906, 1.5386)  0.10
H (-0.8361, 1.7101, -0.1137)  0.09
H (0.5977, 2.4276, 0.0957)  0.11
H (1.0155, 0.2808, -1.2064)  0.04
H (1.9877, -0.1160, 0.3088)  0.19
H (0.0045, -0.5699, 1.2178)  0.15
H (-2.1311, -0.4569, -0.0577)  0.08

Summary:
SMILES string = CC[C@H](F)C=S
Energy above the lowest of the compared OMol25 structures with the same formula, charge and spin = 379.7 kJ/mol
Charge = 0
Multiplicity = 1
Strongest force on any atom = 8.6 eV Å⁻¹
HOMO level = -8.42 eV


DFT (ωB97M-V with the def2-TZVPD basis set) results for a molecular structure, C25H27N6OPdS.

Last column: Löwdin charge in e.
Atoms and positions in Å:
Pd (-0.3643, 1.1259, -1.8885)  0.71
N (2.1755, 1.2743, 0.7831)  0.14
C (2.6352, 1.1199, -0.5153)  -0.27
C (4.0269, 0.9456, -0.6499)  0.00
C (4.5864, 0.8491, -1.8977)  -0.04
C (3.7590, 0.9354, -3.0183)  -0.05
C (2.4142, 1.0886, -2.8065)  -0.13
N (1.8421, 1.1659, -1.5861)  0.03
C (0.9441, 1.5902, 1.3472)  -0.32
C (0.9331, 2.0339, 2.6792)  0.00
C (-0.2775, 2.3303, 3.2633)  -0.05
C (-1.4490, 2.1781, 2.5233)  -0.06
C (-1.3349, 1.7429, 1.2214)  -0.14
N (-0.1643, 1.4508, 0.6409)  0.07
H (2.9291, 1.3082, 1.4499)  0.13
H (4.6447, 0.8961, 0.2372)  0.12
H (5.6540, 0.7167, -2.0058)  0.12
H (4.1496, 0.8804, -4.0229)  0.11
H (1.7253, 1.1570, -3.6391)  0.10
H (1.8595, 2.1466, 3.2276)  0.12
H (-0.3144, 2.6770, 4.2873)  0.12
H (-2.4180, 2.4022, 2.9446)  0.11
H (-2.2095, 1.6226, 0.5884)  0.11
S (-2.3863, 1.5320, -2.8764)  0.63
C (-1.8634, 3.1527, -2.4854)  -0.75
C (-2.6712, 4.2752, -2.3223)  -0.07
C (-2.0629, 5.4322, -1.8834)  -0.04
C (-0.7016, 5.4301, -1.5630)  -0.05
C (0.0090, 4.2565, -1.6873)  -0.12
N (-0.5625, 3.1528, -2.1815)  -0.11
H (-3.7317, 4.2096, -2.5178)  0.12
H (-2.6409, 6.3382, -1.7574)  0.12
H (-0.2113, 6.3251, -1.2101)  0.11
H (1.0565, 4.1795, -1.4246)  0.11
C (-0.3615, -1.3908, 2.4301)  -0.06
C (-1.5987, -2.1547, 1.9778)  -0.20
N (-1.3329, -3.5364, 1.6137)  -0.04
C (-1.5077, -4.5715, 2.6477)  -0.18
C (-0.2072, -4.9798, 3.3247)  -0.06
C (-0.8965, -3.9743, 0.4124)  -0.39
O (-0.6838, -5.1610, 0.2063)  0.06
C (-0.6977, -3.0272, -0.7621)  -0.05
C (-0.5445, -3.6663, -1.9943)  0.03
C (-0.3856, -2.9267, -3.1483)  -0.01
C (-0.3763, -1.5495, -3.0573)  -0.12
N (-0.4892, -0.9217, -1.8809)  -0.09
C (-0.6460, -1.6409, -0.7605)  -0.06
H (-0.6277, -0.3671, 2.6892)  0.05
H (0.4075, -1.3653, 1.6556)  0.07
H (0.0754, -1.8617, 3.3101)  0.08
H (-2.1147, -1.6477, 1.1568)  0.11
H (-2.3184, -2.1770, 2.7958)  0.12
H (-1.9603, -5.4399, 2.1732)  0.12
H (-2.2155, -4.1791, 3.3774)  0.12
H (0.4816, -5.4021, 2.5954)  0.08
H (-0.4068, -5.7375, 4.0824)  0.08
H (0.2727, -4.1332, 3.8165)  0.06
H (-0.5662, -4.7460, -2.0099)  0.13
H (-0.2819, -3.4048, -4.1113)  0.12
H (-0.2873, -0.9181, -3.9307)  0.11
H (-0.7110, -1.0416, 0.1361)  0.06

Summary:
Energy above the lowest of the compared OMol25 structures with the same formula, charge and spin = 15.3 kJ/mol
Charge = +1
Multiplicity = 1
Strongest force on any atom = 0.8 eV Å⁻¹
HOMO level = -10.71 eV


Copy entry 3 word for word.
DFT (ωB97M-V with the def2-TZVPD basis set) results for C4H7FS in the gas phase at a distorted geometry.

Last column: Löwdin charge in e.
Atoms and positions in Å:
C (0.1186, 1.3749, 0.4180)  -0.12
C (0.9686, 0.2517, -0.2587)  -0.16
C (0.0951, -0.8996, 0.1135)  -0.66
F (0.7318, -1.9846, -0.1943)  -0.05
C (-1.2516, -1.0293, -0.4025)  -0.59
S (-1.2737, -2.1795, -1.4591)  0.84
H (-0.0271, 1.1906, 1.5386)  0.10
H (-0.8361, 1.7101, -0.1137)  0.09
H (0.5977, 2.4276, 0.0957)  0.11
H (1.0155, 0.2808, -1.2064)  0.04
H (1.9877, -0.1160, 0.3088)  0.19
H (0.0045, -0.5699, 1.2178)  0.15
H (-2.1311, -0.4569, -0.0577)  0.08

Summary:
SMILES string = CC[C@H](F)C=S
Energy above the lowest of the compared OMol25 structures with the same formula, charge and spin = 379.7 kJ/mol
Charge = 0
Multiplicity = 1
Strongest force on any atom = 8.6 eV Å⁻¹
HOMO level = -8.42 eV